DFT (the ωB97M-V functional and the def2-TZVPD basis) results for a gas-phase ion, C3H7O2 (charge +1).

LUMO energy: -5.618 eV
molar mass: 75.09 g mol⁻¹
relative energy (zero: lowest compared OMol25 entry of this formula, charge and spin): 102.7 kJ/mol
charge: +1
2S+1: 1
Kohn-Sham gap: 11.3297 eV

The geometry in XYZ format:
```
12
Properties=species:S:1:pos:R:3:forces:R:3:nbo_charge:R:1
O -0.958086 -0.770273 0.424247 0.14 -0.36 -0.29 -0.37
O 1.435208 -0.418738 0.329287 -0.79 0.99 -0.59 -0.64
C 0.309079 0.337249 0.382006 0.67 -0.63 0.87 0.43
C -0.770920 -1.815339 1.040332 -3.84 -0.74 -1.55 0.39
C -0.079523 1.448002 -0.512575 -2.49 -1.14 -2.89 -0.71
H -1.251934 1.351957 -0.770985 2.64 0.34 0.88 0.28
H 0.114010 -2.175132 1.424252 2.50 -0.15 0.92 0.19
H 0.394758 1.304337 -1.487420 0.02 0.09 -0.07 0.24
H 1.852935 -0.434006 -0.551749 -0.26 0.12 0.16 0.52
H 0.132313 2.466177 -0.215293 0.13 -0.13 0.74 0.29
H -1.657641 -2.519143 1.100119 0.84 0.93 0.07 0.21
H 0.068302 0.561098 1.372399 0.45 0.67 1.74 0.18
```
Forces are in eV/Å.